1.
76
Properties=species:S:1:pos:R:3:forces:R:3:mulliken_charge:R:1 method="wB97M-V/def2-TZVPD" total_charge=+1 fmax_ev_per_a=0.15 e_homo_ev="-11.13 / -11.18" spin_multiplicity=5
Ru -0.135 0.290 0.495 0.018 -0.003 0.153 0.318
N 2.695 1.427 3.558 0.037 -0.049 0.008 0.109
C 2.365 1.411 2.269 -0.038 0.045 -0.031 -0.566
N 1.187 0.829 2.155 -0.048 -0.026 -0.073 0.590
C 0.849 0.491 3.432 0.042 -0.011 0.027 -0.248
N 1.748 0.840 4.315 -0.045 0.036 -0.003 -0.739
C -0.403 -0.221 3.704 -0.044 -0.018 -0.053 0.503
C -0.810 -0.615 4.971 0.004 0.013 -0.018 -0.485
N -1.946 -1.277 5.151 0.003 -0.007 0.022 -0.570
C -2.669 -1.554 4.073 -0.033 -0.008 -0.004 -0.453
C -2.275 -1.161 2.799 0.043 0.022 0.008 -0.202
N -1.143 -0.490 2.625 0.024 -0.005 0.038 0.314
H 3.528 1.795 3.989 0.005 -0.008 -0.001 0.220
H 2.964 1.808 1.467 -0.002 0.003 0.000 0.615
H -0.208 -0.390 5.842 0.004 -0.004 0.000 0.496
H -3.592 -2.101 4.219 0.001 0.000 -0.001 0.447
H -2.870 -1.383 1.922 0.002 -0.002 -0.012 0.358
C 4.792 -2.008 -4.021 -0.001 0.013 0.007 -1.575
C 5.032 -1.276 -2.693 -0.003 -0.006 0.015 2.003
C 4.733 -2.237 -1.542 0.002 -0.011 -0.004 -1.965
C 6.504 -0.851 -2.597 0.000 -0.002 -0.002 -1.672
C 4.138 -0.038 -2.650 0.014 -0.003 -0.006 0.093
C 4.344 0.995 -3.590 -0.005 0.007 -0.011 -0.507
C 3.573 2.136 -3.625 -0.004 -0.005 -0.011 -1.529
C 2.546 2.257 -2.692 0.003 -0.013 -0.002 1.084
S 1.398 3.539 -2.468 -0.006 0.000 0.008 -0.385
C 0.698 2.667 -1.163 0.034 -0.003 -0.040 0.630
N 1.261 1.518 -0.905 0.001 0.049 -0.003 0.739
C 2.318 1.244 -1.760 -0.006 -0.004 0.000 -1.639
C 3.114 0.096 -1.732 -0.003 0.013 0.006 0.276
C -0.443 3.094 -0.357 -0.049 0.027 0.038 0.912
C -0.982 4.369 -0.424 0.011 -0.018 -0.004 -0.996
C -2.035 4.713 0.411 -0.005 0.016 -0.002 -0.819
C -2.536 3.792 1.324 -0.007 -0.016 0.010 -0.735
C -2.006 2.512 1.386 0.010 0.009 -0.020 -0.186
C -0.970 2.131 0.530 0.048 -0.073 -0.032 0.608
H 5.430 -2.892 -4.079 0.001 0.001 -0.001 0.443
H 5.020 -1.372 -4.878 0.001 -0.010 -0.004 0.356
H 3.753 -2.332 -4.102 0.000 -0.001 -0.003 0.355
H 5.411 -3.089 -1.605 -0.002 0.000 0.002 0.470
H 3.714 -2.626 -1.575 -0.001 0.009 -0.003 0.377
H 4.891 -1.761 -0.571 0.001 -0.005 0.001 0.359
H 7.142 -1.736 -2.618 0.001 0.000 0.001 0.451
H 6.696 -0.316 -1.666 -0.001 0.002 0.000 0.385
H 6.805 -0.210 -3.426 -0.007 0.005 -0.004 0.333
H 5.135 0.894 -4.320 0.007 -0.008 0.004 0.476
H 3.759 2.907 -4.360 0.001 0.003 0.004 0.404
H 2.904 -0.669 -0.998 0.006 0.001 -0.001 0.636
H -0.582 5.099 -1.118 -0.001 0.002 0.002 0.473
H -2.458 5.707 0.360 0.000 -0.001 0.000 0.415
H -3.344 4.076 1.986 0.002 0.000 0.000 0.484
H -2.416 1.802 2.094 -0.009 0.004 0.004 0.603
C -6.830 -1.878 2.417 -0.001 -0.009 -0.004 -1.708
C -5.794 -1.438 1.422 0.009 0.005 -0.005 1.024
C -5.229 -2.353 0.532 0.007 0.010 0.007 -0.816
C -4.301 -1.950 -0.414 -0.010 0.001 -0.001 -0.602
C -3.917 -0.614 -0.458 0.002 -0.011 -0.011 -0.422
C -4.479 0.320 0.401 0.010 0.003 -0.007 -0.336
C -5.413 -0.100 1.336 -0.007 -0.001 0.005 -0.686
S -2.686 -0.101 -1.606 0.062 -0.037 0.041 1.201
O -2.806 -0.883 -2.796 0.010 0.008 0.008 -0.732
O -2.664 1.326 -1.646 -0.004 0.015 -0.019 -0.631
N -1.258 -0.602 -0.849 -0.043 0.062 0.006 -0.235
C -0.825 -1.958 -1.206 -0.014 -0.008 -0.036 -0.079
C 0.559 -2.238 -0.640 0.016 -0.031 -0.007 0.128
O 1.216 -3.176 -0.990 -0.011 0.006 0.010 -0.599
O 0.944 -1.357 0.283 -0.033 0.033 0.002 -0.742
H -6.651 -2.900 2.751 -0.001 0.004 -0.001 0.404
H -7.822 -1.853 1.962 -0.002 0.001 0.001 0.373
H -6.851 -1.223 3.287 0.000 0.000 0.000 0.399
H -5.535 -3.391 0.569 0.001 0.001 0.001 0.429
H -3.901 -2.656 -1.131 0.009 -0.001 0.004 0.609
H -4.195 1.359 0.314 -0.004 0.005 0.008 0.762
H -5.864 0.625 2.003 -0.002 0.003 -0.003 0.420
H -0.810 -2.086 -2.287 -0.004 -0.006 0.000 0.443
H -1.509 -2.709 -0.795 0.005 -0.013 -0.008 0.333

***

2.
80
Properties=species:S:1:pos:R:3:forces:R:3:mulliken_charge:R:1 method="wB97M-V/def2-TZVPD" total_charge=+1 fmax_ev_per_a=1.05 e_homo_ev="-9.45 / -10.35" de_lowest_ev=0.0444 spin_multiplicity=5
Pt -0.088 0.042 0.205 0.449 -0.241 0.344 0.153
S -0.403 -0.059 2.753 -0.122 0.151 -0.205 -0.074
S 1.362 0.069 3.597 0.212 -0.123 -0.156 0.039
S 2.824 -0.399 2.185 0.054 -0.160 0.395 0.005
S 2.376 0.508 0.464 -0.283 -0.031 -0.134 -0.168
Se 0.568 5.646 -5.093 0.065 0.773 -0.702 0.286
N 0.488 3.887 -5.253 0.054 0.165 -0.003 -0.828
C 0.380 3.430 -4.041 -0.061 -0.440 0.562 1.004
C 0.323 2.002 -3.727 0.027 0.252 -0.068 0.491
C 0.424 1.014 -4.704 -0.038 0.161 -0.223 -0.667
C 0.407 -0.306 -4.328 -0.051 -0.174 0.026 -0.856
C 0.314 -0.611 -2.975 0.058 -0.150 0.085 -0.325
N 0.220 0.324 -2.043 -0.335 0.180 0.003 -0.149
C 0.195 1.618 -2.398 0.092 0.033 0.254 -0.550
C 0.065 2.624 -1.318 -0.080 -0.281 -0.119 0.240
N -0.179 2.182 -0.070 0.179 0.358 -0.074 0.053
C -0.229 3.053 0.930 -0.161 -0.104 0.027 -0.216
C -0.084 4.420 0.739 -0.044 -0.010 0.291 -0.943
C 0.101 4.891 -0.535 0.032 0.266 -0.236 -0.634
C 0.181 3.982 -1.588 0.011 0.080 -0.293 0.393
C 0.347 4.407 -2.978 -0.100 -0.581 0.364 0.909
N 0.432 5.655 -3.330 0.042 0.032 -0.169 -0.821
H 0.523 1.308 -5.743 -0.014 -0.020 0.083 0.538
H 0.482 -1.101 -5.058 0.002 0.041 0.042 0.480
H 0.335 -1.640 -2.626 -0.042 0.110 -0.007 0.324
H -0.416 2.638 1.913 0.036 -0.011 -0.002 0.432
H -0.136 5.091 1.587 -0.014 -0.062 -0.054 0.456
H 0.179 5.952 -0.744 0.033 -0.108 0.008 0.555
Te -3.002 0.648 -0.230 -0.081 -0.041 -0.049 0.421
C -4.918 -0.100 -0.256 0.023 0.153 0.023 -0.082
C -5.421 -1.345 0.047 -0.018 -0.307 0.045 -0.159
C -6.828 -1.417 -0.079 0.100 -0.149 0.048 -0.605
C -7.377 -0.226 -0.471 -0.130 0.110 -0.031 -0.411
S -6.195 0.977 -0.683 -0.066 0.019 -0.036 -0.081
H -4.794 -2.181 0.345 -0.134 0.162 -0.046 0.377
H -7.414 -2.309 0.112 0.100 0.110 -0.022 0.379
H -8.424 0.000 -0.643 0.216 -0.083 0.044 0.384
C 2.970 -6.552 3.446 0.131 -0.019 0.052 -1.950
C 1.963 -5.835 2.535 -0.035 0.053 -0.072 1.938
C 1.659 -4.467 3.170 -0.046 0.023 0.007 -1.505
C 0.686 -6.690 2.513 0.041 -0.006 -0.018 -1.925
C 2.567 -5.700 1.094 -0.061 0.163 0.018 1.516
O 2.984 -6.986 0.616 -0.032 0.175 0.073 -0.689
C 3.741 -4.698 1.037 0.107 -0.153 -0.187 -0.352
C 4.511 -4.756 -0.313 0.008 0.207 0.132 -2.134
C 4.351 -3.521 -1.170 -0.020 -0.046 -0.002 0.084
C 3.598 -3.554 -2.341 -0.042 0.020 -0.072 -0.176
C 3.400 -2.409 -3.108 -0.073 -0.155 -0.049 -0.911
C 3.982 -1.221 -2.707 -0.012 0.005 0.084 0.452
Cl 3.697 0.227 -3.625 0.120 0.037 0.018 -0.147
C 4.774 -1.168 -1.572 0.037 0.097 0.112 -1.009
C 4.943 -2.311 -0.807 0.017 -0.006 0.058 0.322
C 1.568 -5.354 -0.032 -0.112 0.204 0.098 -2.541
N 0.766 -4.128 0.100 0.225 -0.432 0.031 1.367
C 1.124 -2.842 0.039 -0.117 -0.261 0.116 0.250
N 0.042 -2.100 0.224 -0.282 -0.219 -0.274 0.311
C -0.972 -3.004 0.364 -0.054 0.189 0.264 -0.606
N -0.574 -4.246 0.306 0.458 0.312 -0.086 -1.003
H 2.547 -6.622 4.452 0.054 0.007 -0.089 0.482
H 3.921 -6.017 3.535 -0.103 -0.082 -0.006 0.333
H 3.167 -7.578 3.118 -0.028 0.105 0.045 0.531
H 1.299 -4.626 4.192 0.031 0.020 -0.108 0.540
H 0.874 -3.915 2.643 0.093 -0.062 0.017 0.186
H 2.550 -3.832 3.234 -0.136 -0.095 0.011 0.263
H 0.399 -6.943 3.539 0.029 0.048 -0.129 0.476
H 0.855 -7.627 1.972 -0.020 0.106 0.060 0.372
H -0.155 -6.167 2.056 0.016 0.004 -0.040 0.306
H 3.711 -7.306 1.160 0.029 -0.001 0.047 0.545
H 4.417 -4.894 1.872 0.003 -0.009 -0.093 0.822
H 3.361 -3.687 1.199 0.033 -0.040 0.068 0.140
H 4.171 -5.620 -0.876 0.077 -0.150 -0.047 0.688
H 5.573 -4.918 -0.124 -0.002 0.029 0.040 0.424
H 3.159 -4.492 -2.672 0.060 0.105 -0.005 0.447
H 2.809 -2.442 -4.017 0.072 -0.025 0.078 0.601
H 5.243 -0.234 -1.285 -0.065 -0.076 -0.005 0.441
H 5.554 -2.262 0.092 -0.056 0.002 -0.104 0.462
H 0.856 -6.160 -0.145 -0.120 -0.077 0.026 0.590
H 2.148 -5.288 -0.949 -0.141 0.023 -0.039 0.055
H 2.131 -2.471 -0.133 -0.265 -0.091 0.022 0.291
H -2.001 -2.718 0.537 0.173 -0.007 -0.068 0.361

***

3.
71
Properties=species:S:1:pos:R:3:forces:R:3:mulliken_charge:R:1 method="wB97M-V/def2-TZVPD" total_charge=+1 fmax_ev_per_a=2.02 e_homo_ev="-10.52 / -10.44" de_lowest_ev=0.0000 spin_multiplicity=2
Cr 0.428 -0.093 -0.153 -1.513 0.528 1.225 -0.008
C -2.987 0.920 -2.614 0.016 -0.025 -0.017 -0.642
C -2.380 0.956 -3.865 0.003 0.001 -0.039 -0.972
C -1.020 0.718 -3.987 0.051 -0.022 0.053 -0.610
C -0.267 0.453 -2.846 -0.162 -0.078 0.029 -0.343
C -0.874 0.373 -1.581 0.348 0.048 0.040 1.341
C -2.237 0.614 -1.484 -0.155 -0.028 0.211 -0.569
C 1.186 0.299 -2.831 0.050 -0.018 0.311 0.925
C 2.011 0.344 -3.971 0.227 -0.019 -0.134 -1.104
C 3.361 0.224 -3.834 -0.188 0.029 0.043 -1.170
C 3.925 0.061 -2.548 -0.131 -0.003 0.151 1.223
C 5.313 -0.069 -2.337 0.080 0.039 0.052 -0.861
C 5.813 -0.230 -1.075 0.066 0.005 -0.132 -0.704
C 4.942 -0.268 0.028 -0.131 0.013 0.053 -0.967
C 3.589 -0.137 -0.144 0.013 -0.057 0.029 -0.728
C 3.049 0.023 -1.437 0.233 0.024 -0.178 0.234
N 1.693 0.140 -1.604 0.731 0.137 -1.032 1.136
H -4.045 1.134 -2.526 0.009 -0.013 0.019 0.454
H -2.967 1.183 -4.745 -0.004 -0.004 0.008 0.440
H -0.559 0.755 -4.966 -0.004 0.031 0.001 0.456
H -2.727 0.579 -0.515 0.002 0.025 -0.025 0.476
H 1.565 0.477 -4.945 -0.006 -0.008 0.000 0.503
H 4.015 0.258 -4.696 -0.017 -0.007 -0.016 0.449
H 5.973 -0.032 -3.195 0.006 -0.013 0.009 0.444
H 6.879 -0.327 -0.919 -0.004 -0.008 -0.004 0.412
H 5.348 -0.399 1.021 -0.025 0.016 0.011 0.454
H 2.928 -0.147 0.715 0.036 0.006 0.027 0.579
C 0.933 3.353 -1.522 -0.044 -0.159 0.248 -0.967
Si 0.935 3.182 0.351 -0.020 0.326 -0.385 -0.164
C 2.654 3.788 0.857 -0.331 0.029 0.136 -1.153
C -0.555 4.125 1.024 0.392 -0.013 0.003 -1.120
N 0.636 1.517 0.882 0.399 -0.908 -1.041 0.060
C 0.399 1.268 2.226 -0.303 -0.214 0.742 0.341
C 0.890 2.001 3.321 0.028 -0.076 -0.331 0.117
C 0.609 1.627 4.623 -0.023 0.015 0.163 -1.155
C -0.184 0.523 4.910 0.049 0.033 -0.044 -0.382
C -0.716 -0.213 3.861 -0.057 -0.074 0.022 -1.256
C -0.406 0.187 2.589 0.113 0.200 -0.113 0.439
F -0.921 -0.531 1.509 -0.091 -0.036 -0.071 0.143
H 1.059 4.411 -1.766 0.001 0.022 0.087 0.530
H 0.001 3.022 -1.979 -0.031 -0.033 -0.012 0.187
H 1.763 2.820 -1.987 0.017 0.002 -0.008 0.232
H 2.887 4.682 0.274 0.006 0.004 0.000 0.373
H 3.409 3.035 0.618 -0.048 -0.050 -0.042 0.337
H 2.772 4.049 1.909 -0.011 0.002 -0.007 0.437
H -0.535 5.181 0.752 0.034 0.003 0.001 0.404
H -0.642 4.054 2.108 0.005 0.037 0.007 0.387
H -1.458 3.687 0.593 0.023 -0.026 -0.045 0.297
H 1.506 2.867 3.127 0.034 -0.019 0.062 0.277
H 1.022 2.210 5.436 -0.009 0.008 -0.013 0.409
H -0.387 0.236 5.931 -0.018 0.029 0.008 0.437
H -1.362 -1.066 4.025 -0.006 0.003 -0.028 0.571
C -2.665 -2.960 -1.611 -0.050 0.038 -0.226 -1.082
N -2.276 -3.187 -0.233 0.135 0.035 0.044 0.449
C -1.034 -3.133 0.268 -0.112 -0.004 0.345 -0.388
Se 0.535 -2.624 -0.589 0.506 0.191 -0.329 -0.285
N -1.093 -3.498 1.561 -0.089 -0.082 -0.033 0.191
C -2.404 -3.761 1.927 -0.185 0.041 -0.128 0.299
C -2.986 -4.121 3.132 -0.001 -0.013 0.001 -0.862
C -4.361 -4.270 3.136 0.047 -0.026 0.065 -0.527
C -5.123 -4.077 1.979 -0.029 0.013 -0.090 -0.669
C -4.540 -3.722 0.776 -0.012 0.001 -0.028 -0.680
C -3.162 -3.560 0.774 0.000 -0.092 0.274 0.819
H -1.793 -2.652 -2.181 0.021 0.025 0.041 0.273
H -3.418 -2.177 -1.660 -0.009 0.064 0.034 0.385
H -3.072 -3.878 -2.033 0.036 -0.008 0.044 0.395
H -0.280 -3.596 2.146 0.080 0.119 -0.048 0.314
H -2.396 -4.282 4.024 -0.011 0.006 0.006 0.481
H -4.863 -4.541 4.054 0.016 -0.018 -0.002 0.404
H -6.195 -4.208 2.027 0.004 0.000 0.001 0.407
H -5.135 -3.576 -0.116 0.013 0.009 -0.001 0.446

***

no.,molecular weight (g mol⁻¹)
1,741.84
2,1127.07
3,649.67